No. 1
Entry from the OMol25 dataset: a 12-piece molecular cluster, C54H126N6O6 overall (wB97M-V/def2-TZVPD).

## Properties
2S+1 = 1
SMILES = CCN(CC)CC.CCN(CC)CC.CCN(CC)CC.CCN(CC)CC.CCN(CC)CC.CCN(CC)CC.CC(C)=O.CC(C)=O.CC(C)=O.CC(C)=O.CC(C)=O.CC(C)=O
gap between HOMO and LUMO = 8.4 eV

Last column: Mulliken charge in e.
CARTESIAN COORDINATES (ANGSTROEM)
O  2.94600  0.89580  2.61810  -0.59
O  -0.97226  -2.33832  -6.01086  -0.54
O  0.38324  -3.45195  7.62056  -0.62
O  4.29059  -3.09592  2.52103  -0.57
O  -1.80099  -5.41820  2.72683  -0.50
O  -3.42390  -4.53756  6.68909  -0.51
N  -4.71318  2.23181  -0.87761  0.15
N  -0.18422  2.56226  -5.02194  0.17
N  4.40684  4.63193  -0.92107  0.08
N  -1.17218  6.07215  3.72997  -0.05
N  3.03138  -4.58772  -4.27576  0.09
N  -0.20915  -1.33516  1.00335  1.70
C  0.39629  5.14642  5.46542  -1.47
C  -2.00053  -2.79529  -5.57962  0.72
C  -0.27253  -2.61218  -1.20123  2.31
C  4.29605  6.12372  1.11581  -0.82
C  -6.87084  2.32411  0.35643  -1.25
C  0.71722  1.57281  3.08797  0.27
C  -5.60129  -3.75002  6.42360  -1.25
C  1.78247  -0.46893  4.17485  -0.66
C  3.01224  -5.06111  2.26204  -0.25
C  0.02184  2.65249  -6.44986  -0.62
C  -2.43431  1.45118  -5.10333  -0.80
C  -0.68354  -2.15920  3.26143  1.16
C  -1.07043  -6.18492  2.13315  0.83
C  -0.42873  -2.55262  1.80664  1.36
C  -0.25904  4.03344  -7.05557  -1.37
C  -0.41278  -5.53206  6.78425  -0.78
C  3.94414  -3.95611  1.76192  0.55
C  3.77112  5.79621  -0.27563  -0.67
C  0.51780  1.39870  -4.46506  -1.07
C  0.26314  1.08576  -3.02117  0.01
C  -0.56427  -7.41063  2.84621  -1.20
C  5.84289  4.84267  -1.10953  -0.32
C  2.68326  2.99392  -0.30203  -1.05
C  -2.76519  -3.81666  -6.37756  -1.41
C  -5.44859  2.83017  0.25605  -0.31
C  -1.40902  4.64019  1.69048  -0.13
C  -1.37704  -0.47456  0.81003  -0.45
C  -0.43313  8.50679  3.67366  -1.01
C  0.14281  5.51954  4.01544  0.91
C  3.66020  -4.04201  -5.50216  -0.25
C  -0.58482  -5.89687  0.72725  -0.68
C  -0.94126  0.97731  0.89603  1.14
C  -1.45503  6.05759  2.28927  -0.64
C  -3.65135  -2.95479  4.91076  -0.39
C  1.57479  -4.52408  -4.38963  -0.34
C  4.15953  3.34318  -0.26494  -0.70
C  -3.61552  3.06440  -1.37933  1.43
C  -1.41546  7.44159  4.21230  -0.56
C  1.94170  0.71120  3.25769  0.50
C  -3.94852  4.48772  -1.74288  -1.85
C  6.41546  4.04072  -2.27890  -1.33
C  3.49340  -3.91116  -3.05142  -1.08
C  0.35028  -4.22334  6.69116  0.52
C  3.13281  -2.44058  -2.90512  -0.11
C  4.30297  -3.93028  0.30879  -0.30
C  5.18197  -4.17718  -5.45371  -1.39
C  -3.73403  0.05060  -1.68679  -0.52
C  0.42558  -1.64064  -0.26781  -0.03
C  0.99876  -3.94420  5.36224  0.27
C  -1.59575  2.64507  -4.62716  -0.47
C  -4.28491  0.89903  -0.54640  -0.74
C  0.95965  -5.39955  -3.31720  -0.73
C  -4.14019  -3.80147  6.06399  0.52
C  -2.66037  -2.18430  -4.37616  -0.31
H  -3.54368  0.86237  0.27367  0.42
H  4.37898  -4.94175  -0.08966  0.38
H  -2.07441  -0.73322  1.61518  0.64
H  -2.79277  0.48640  -2.04719  -0.61
H  6.40028  4.63987  -0.18640  0.28
H  0.30638  -2.70477  -2.11764  -0.31
H  1.03853  2.39053  -6.76078  0.52
H  2.04752  -2.33458  -2.90780  -0.44
H  -0.29448  4.40255  5.85900  0.30
H  2.10433  3.57060  0.42684  -0.07
H  4.76145  2.62839  -0.82154  0.28
H  -0.35826  -3.00235  3.87406  -1.78
H  -0.27183  -3.57100  -0.67976  -1.34
H  -0.03116  -8.09686  2.18744  0.38
H  -0.13102  0.87557  3.12075  -0.09
H  0.28778  -4.28779  4.61656  -0.56
H  0.13626  4.55035  3.50645  -0.59
H  2.51045  1.93040  -0.13097  0.47
H  3.53823  -2.04669  -1.97118  0.52
H  -0.44769  -6.14503  5.88974  0.05
H  -2.45371  6.46203  2.13736  0.45
H  5.87370  4.22441  -3.20859  0.32
H  -1.36195  -7.91972  3.38103  0.38
H  -3.42175  -1.47414  -4.69849  0.41
H  -3.33719  2.52259  -2.28959  -0.36
H  1.00357  -0.22851  4.89744  0.40
H  -2.13544  4.43413  0.90468  -0.07
H  1.43538  -1.29192  3.54469  0.03
H  -1.64245  2.83961  -3.55855  0.02
H  5.25048  -3.41037  0.18376  0.38
H  -1.69992  -1.86485  3.48255  0.23
H  3.28918  -4.66374  -6.31211  0.51
H  -1.29018  7.47829  5.29655  0.35
H  5.65009  -3.37100  -4.88631  0.30
H  -7.55872  2.84662  -0.30805  0.28
H  2.72260  5.50906  -0.19380  0.30
H  2.75285  -0.73530  4.58430  0.58
H  0.16497  -6.05659  7.55731  0.42
H  -4.90351  2.63466  1.19339  0.23
H  0.23203  2.03397  -2.47372  0.18
H  0.65649  2.06400  2.12330  -0.45
H  -4.45797  -2.31429  4.55238  0.32
H  0.28153  5.99621  6.14696  0.43
H  5.60530  -4.10117  -6.46094  0.41
H  -4.88882  4.50012  -2.31357  0.53
H  6.37829  2.95959  -2.13553  0.33
H  -1.32730  4.24312  -7.06245  0.30
H  1.45827  -2.00743  -0.16784  0.08
H  -3.25144  -3.56049  4.09916  0.10
H  -7.19629  2.71112  1.33445  0.37
H  0.91115  0.38278  -2.51070  0.41
H  -3.36521  1.44523  -4.52123  0.44
H  -3.26790  4.88149  -2.49776  0.39
H  2.79688  -5.81316  1.49586  0.30
H  -0.39356  -6.84702  0.22423  0.56
H  -2.43216  7.73174  3.95976  0.40
H  0.22130  4.79246  -6.43596  0.33
H  0.60923  8.18603  3.71118  0.26
H  5.99841  5.88315  -1.40814  0.35
H  -1.34251  -3.04417  1.44869  0.23
H  -3.69478  -3.35229  -6.71791  0.37
H  -2.28498  -4.07568  -7.32134  0.36
H  -1.95450  3.54411  -5.13426  0.29
H  -1.41384  -5.41594  7.19466  0.23
H  -1.29258  -2.27778  -1.40424  -0.49
H  -0.41299  4.41947  1.30371  -0.08
H  -5.58761  -3.03973  7.25941  0.28
H  -4.33236  0.09598  -2.60053  0.49
H  -1.88162  -1.68937  -3.79900  -0.45
H  -4.14954  5.15616  -0.90927  0.31
H  0.37902  -5.38957  0.83562  -0.19
H  -1.21766  -5.28458  0.09368  0.26
H  -0.71846  6.62929  1.71385  0.28
H  4.79283  5.22232  1.50266  0.28
H  5.10031  6.86015  1.06902  0.28
H  0.44711  -3.19660  1.75091  -0.87
H  -0.77389  1.33157  1.91855  -0.46
H  1.43175  4.81285  5.53815  0.36
H  3.20453  -4.47375  -2.16417  0.26
H  5.57195  -5.12630  -5.08093  0.33
H  7.44900  4.34398  -2.45551  0.41
H  -0.12505  -5.33380  -3.48679  0.35
H  1.41966  -2.94700  5.32421  -0.10
H  2.01639  -4.64061  2.43775  -0.50
H  -2.67254  1.42181  -6.16158  0.45
H  3.96063  6.63928  -0.93727  0.50
H  -2.87621  -2.26318  5.24199  0.27
H  1.55465  1.76551  -4.51438  0.51
H  -2.73916  2.97940  -0.71212  -0.53
H  3.48718  -2.96554  -5.60662  0.19
H  -0.00559  -1.34701  3.53374  -0.67
H  -2.87327  -4.73408  -5.79872  0.31
H  -3.13706  -2.96393  -3.77897  0.59
H  -5.49475  3.91231  0.15907  0.34
H  3.51193  -1.77641  -3.68365  0.34
H  0.95797  6.07232  3.53135  0.08
H  1.16916  -3.50448  -4.32513  0.08
H  -3.53223  -0.96964  -1.37001  0.63
H  1.22515  -4.90119  -5.35395  0.50
H  -1.70370  1.62461  0.45747  -1.32
H  -1.62258  3.90464  2.47212  0.26
H  -0.59708  8.71151  2.61453  0.27
H  -5.12382  0.35415  -0.10674  0.34
H  3.51011  -3.40779  -0.22887  -0.44
H  -2.02685  -0.64221  -0.06169  -1.21
H  4.56846  -4.09601  -3.05776  0.32
H  -0.52835  1.85583  -6.97893  0.35
H  -0.76683  0.70932  -2.92328  -0.62
H  1.12814  -4.90104  -2.36117  -0.23
H  -5.94728  -4.70794  6.79789  0.37
H  -0.53888  9.42715  4.24714  0.40
H  -6.97052  1.24492  0.32666  0.33
H  -6.22479  -3.38711  5.61085  0.36
H  1.20012  -6.45743  -3.34002  0.37
H  4.47373  3.28068  0.78646  0.27
H  0.62937  -0.71060  -0.80957  -0.88
H  0.51901  0.53591  -5.14644  0.35
H  3.32782  -5.60120  3.15037  0.49
H  0.20740  4.06677  -8.03741  0.42
H  -1.97717  0.50521  -4.79672  -0.10
H  2.14502  3.27143  -1.21438  0.53
H  1.82105  -4.67532  5.38475  0.58
H  0.15884  -7.08818  3.59962  0.16
H  3.59719  6.35079  1.91994  0.21
H  0.06073  1.10343  0.48150  0.59
H  0.53163  2.23799  3.93283  0.30

=====

No. 2
Entry from the OMol25 dataset: a 12-piece molecular cluster, C54H129N3O12 overall (wB97M-V/def2-TZVPD).

## Properties
2S+1 = 1
SMILES = CC1(C)CCCC(C)(C)N1O.CC1(C)CCCC(C)(C)N1O.CC1(C)CCCC(C)(C)N1O.CC(C)O.CC(C)O.CC(C)O.CC(C)O.CC(C)O.CC(C)O.CC(C)O.CC(C)O.CC(C)O
gap between HOMO and LUMO = 8.2 eV

Last column: Mulliken charge in e.
CARTESIAN COORDINATES (ANGSTROEM)
O  6.09126  -0.03003  6.40916  -0.54
O  -6.20127  1.13125  0.22139  -0.70
O  6.13044  -1.82094  0.31199  -0.35
O  5.77561  0.40146  -1.30834  -0.52
O  -5.31178  -0.78081  2.19435  0.00
O  -4.72105  -1.84966  -4.16019  -0.50
O  -0.42266  5.41560  -0.85717  -0.80
O  0.70913  1.87589  -0.28818  1.99
O  4.11310  -1.78688  -5.78833  -0.49
O  -0.83801  -0.68304  6.77837  -0.35
O  -4.71859  -4.78434  -3.28193  -0.62
O  -6.18146  0.39091  4.76244  -0.39
N  0.13906  4.65252  -1.82518  1.02
N  3.26112  -2.55425  -4.98254  0.31
N  -0.22221  1.23147  0.52500  0.54
C  -1.65299  -0.47661  2.41029  -1.04
C  -5.20341  2.12688  0.08891  2.24
C  -4.07018  0.19206  5.89088  -0.82
C  2.44557  4.98542  -0.95276  -1.74
C  1.62739  6.44825  -2.81524  -1.82
C  2.88725  -4.38347  -3.38711  -1.72
C  6.43130  2.46724  -0.20699  -1.80
C  -5.34595  1.00303  5.70592  0.59
C  1.53301  5.05554  -2.17291  1.67
C  3.85955  0.31574  5.30874  -0.60
C  -0.22029  3.18861  -3.77618  -0.61
C  -5.00103  2.60906  1.47459  -0.95
C  -2.98203  -6.43670  -2.96992  -1.47
C  -1.43126  5.46747  -3.68791  -1.75
C  1.86296  -3.57984  -2.67225  0.61
C  1.11722  -1.32631  -5.63431  -1.91
C  -2.11415  3.52033  -2.14216  -2.19
C  -6.54699  -2.73876  2.91078  -1.53
C  -3.84604  -0.73828  -4.22213  0.58
C  -0.58676  3.26846  1.89747  -2.10
C  0.53398  -0.41831  6.84455  0.56
C  -2.80632  -4.09081  -1.91012  -0.43
C  4.85322  -2.86470  -2.94646  -1.21
C  4.15139  1.38464  0.11957  -0.44
C  -0.92411  4.22111  -2.83397  2.24
C  0.72144  1.10926  6.49359  -1.06
C  1.14289  -2.63406  -3.65676  -0.49
C  -5.45932  -2.54377  0.64649  -1.33
C  4.05717  -2.56259  1.14813  -0.57
C  5.58597  -2.78911  1.18074  0.34
C  2.06869  3.95516  -3.13633  -0.64
C  -6.26843  1.10956  6.99102  -1.46
C  -0.58812  -0.15742  0.15301  1.84
C  2.05198  -1.78467  -4.49476  2.11
C  -4.43717  0.15727  -5.36837  -1.63
C  6.12132  -0.01467  4.03525  -0.91
C  1.15900  3.57420  -4.31782  -1.21
C  -1.83534  -0.63523  0.95800  -0.34
C  -1.45592  1.03403  2.71439  -1.71
C  -5.66170  3.16512  -0.87089  -1.29
C  0.93650  1.37641  2.69502  -1.49
C  -1.02759  -0.19365  -1.34894  -0.78
C  5.28346  1.67182  -0.84401  0.80
C  -0.31905  1.71998  1.90390  2.65
C  5.28228  -0.39256  5.28740  0.06
C  -5.36354  -2.16148  2.11438  0.88
C  0.99563  -0.77962  8.29893  -1.38
C  -3.31525  -4.98049  -3.09544  0.89
C  2.42657  -0.52172  -3.67149  -0.46
C  6.02170  -4.18703  0.68653  -1.47
C  -2.41871  -1.28758  -4.55756  -0.07
C  4.90779  -4.57256  -4.82056  -2.07
C  0.63772  -1.06783  0.32999  -0.86
C  4.01587  -3.51058  -4.05664  1.85
H  2.38068  -3.09585  -1.84409  -0.77
H  -3.18103  -6.87492  -1.99193  0.34
H  -2.67156  4.31612  -1.64809  0.47
H  4.50583  -2.01759  -2.35501  0.16
H  -5.28990  -3.57890  0.35002  0.47
H  1.12177  2.11639  3.47361  0.71
H  -4.69534  -2.00595  0.08505  0.09
H  6.93439  1.88667  0.56628  0.32
H  -4.78893  3.73364  -1.19206  0.21
H  -6.46178  -2.26230  0.32406  0.37
H  6.11073  -2.52508  2.09890  0.39
H  -1.89675  0.44413  -1.50982  -0.22
H  -5.39147  0.55910  -5.02786  0.48
H  5.81036  -2.53005  -3.34644  0.53
H  -2.75937  -0.18053  0.60089  -0.52
H  -5.27998  -0.48552  3.10725  -0.19
H  3.92362  1.38644  5.11476  0.39
H  -6.95267  1.95503  6.91967  0.42
H  -1.26588  -1.20335  -1.68332  0.13
H  -2.73139  2.88865  -2.78099  0.60
H  -3.42211  -7.02068  -3.77824  0.39
H  0.99535  -2.06672  -6.42490  0.49
H  6.00797  3.38092  0.21026  0.37
H  -0.22374  0.11358  -2.01792  -0.30
H  0.55709  -1.92129  -3.07633  -0.76
H  -2.30235  -2.25331  -4.06571  -0.08
H  1.17055  6.31236  -3.79552  0.38
H  -5.91980  0.49900  0.88669  0.26
H  0.18326  -0.91075  -5.25595  0.10
H  5.99648  1.05801  3.88739  0.38
H  -6.42018  3.84109  -0.47608  0.38
H  3.09533  -0.74164  -2.83933  -0.50
H  3.52706  -2.83673  0.23603  -0.11
H  -5.59113  -1.53442  -3.90490  0.35
H  3.41886  0.27437  6.30482  0.08
H  -1.66099  -0.56702  -4.24973  -0.45
H  -1.89070  -1.70755  0.77047  0.49
H  -6.05123  2.67534  -1.76335  0.39
H  -1.91386  -6.49981  -3.17764  0.33
H  5.15836  -5.47004  -4.25502  0.32
H  1.71501  1.52801  6.65350  0.43
H  -2.44524  1.49100  2.73687  0.23
H  2.68478  6.71253  -2.82869  0.42
H  -2.38528  -0.87493  3.11256  0.15
H  2.35936  3.11026  -2.51203  -0.34
H  -3.37407  0.52933  6.65885  0.40
H  -5.09961  2.02356  5.41276  0.18
H  7.09101  -4.33705  0.83546  0.48
H  5.79788  -0.71116  7.01874  0.36
H  0.53076  -3.31303  -4.25040  0.62
H  3.17565  -0.18231  4.62148  0.15
H  -4.92903  1.83488  2.23850  -0.11
H  3.26709  0.93843  -0.33542  -0.23
H  4.29883  -4.82587  -5.68838  0.51
H  -0.98913  -1.58188  7.07977  0.27
H  5.91283  -4.29199  -0.39294  0.22
H  3.26089  -5.02990  -2.59300  0.47
H  2.53515  -5.01970  -4.19911  0.30
H  2.96174  0.15421  -4.33844  0.72
H  -1.45415  3.42573  1.25637  0.41
H  -3.70227  0.04770  4.87505  -0.18
H  -4.59414  -0.39546  -6.29463  0.38
H  1.11220  -4.28465  -2.31490  0.62
H  -2.88311  -4.61376  -4.02649  0.07
H  0.27353  2.66318  -0.62288  -0.92
H  5.83817  -4.10211  -5.13865  0.39
H  1.27268  -0.71381  1.14214  0.05
H  -4.26942  1.64128  -0.19386  -0.96
H  -6.52867  -2.35945  3.93249  0.33
H  -6.53205  -3.82645  2.98018  0.41
H  -3.87517  -0.12899  -3.31880  -0.05
H  3.49090  4.99814  -1.26136  0.51
H  4.92112  2.36666  -1.60163  0.34
H  -6.86567  0.19826  7.02181  0.34
H  0.65220  -0.09021  9.07020  0.31
H  2.07131  -0.76556  8.47449  0.33
H  3.70917  -3.16822  1.98492  0.54
H  1.87774  1.43327  2.14825  -0.55
H  -1.25664  1.16348  3.77817  0.49
H  4.67692  -1.42760  -5.09941  0.42
H  -4.88762  -3.83958  -3.30354  0.30
H  0.44116  1.33506  5.46472  -0.02
H  -0.02500  2.26737  -3.22731  -0.71
H  0.25283  3.82269  1.47794  0.38
H  5.44069  -4.87550  1.30015  0.35
H  -4.31805  -0.84924  6.09670  0.34
H  0.66139  -1.78316  8.56218  0.42
H  1.05995  -0.99736  6.08550  0.18
H  1.13111  4.41667  -5.00889  0.47
H  -5.88351  3.19907  1.72204  0.35
H  -0.79386  3.64588  2.89885  0.58
H  -1.82644  2.84276  -1.33827  0.02
H  1.01432  7.24488  -2.39376  0.33
H  7.07374  -1.98207  0.23567  0.16
H  1.54648  2.74880  -4.91504  0.51
H  2.33806  5.93550  -0.42945  0.47
H  -4.08950  3.20242  1.54614  0.25
H  0.87274  0.42742  3.22741  0.24
H  -7.49749  -2.49591  2.43573  0.33
H  -2.29838  -1.44191  -5.62986  0.68
H  -0.92235  5.62078  -4.63953  0.32
H  -1.31726  6.41227  -3.15645  0.39
H  -3.76332  0.98886  -5.57446  0.30
H  7.12246  2.72096  -1.01074  0.43
H  -0.01475  1.71741  7.01919  0.44
H  3.63871  -1.58515  1.38817  -0.06
H  2.25220  4.08315  -0.37258  -0.13
H  1.51378  -0.01353  -3.36059  -0.39
H  -5.74995  1.37438  7.91251  0.37
H  -3.08754  -3.06241  -2.13686  -0.20
H  -1.71763  -4.03729  -1.90998  -0.04
H  -4.45787  -2.54723  2.58241  0.15
H  5.10346  -3.58534  -2.16790  -0.20
H  5.60227  -0.41268  3.16330  -0.15
H  4.47831  0.74923  0.94266  0.06
H  5.07892  -1.46198  5.23168  0.32
H  -0.82379  -1.09881  2.74706  0.35
H  1.65570  -0.53657  -6.15818  0.49
H  -7.05742  0.77486  4.84535  0.24
H  3.00571  4.32651  -3.55128  0.53
H  1.22254  -1.24820  -0.57199  -0.51
H  -3.19031  -4.29812  -0.91129  0.50
H  -0.33113  4.76063  -0.16130  0.08
H  7.14186  -0.39743  4.04406  0.39
H  3.80342  2.32946  0.53711  0.40
H  0.32476  -2.06118  0.65156  0.38
H  -0.89611  2.90783  -4.58397  0.61
H  5.77994  -0.21181  -0.56978  0.25
H  -2.48591  5.49561  -3.96183  0.44

=====

How do the records compare in energy relative to the best compared isomer or geometry (same formula, charge and spin)? In the order shown, they have 11.219, 4.088 eV.